125
Properties=species:S:1:pos:R:3:forces:R:3:lowdin_charge:R:1 method="wB97M-V/def2-TZVPD" lumo_energy_ha=-0.061 charge=+1 gap_ha=0.2509
C -5.2713 -4.2791 1.2547 -0.95 -1.64 0.13 -0.149
O -5.2949 -4.6558 -0.0990 -0.07 -0.65 -0.19 -0.146
C -4.0995 -4.2442 -0.7062 -0.09 0.52 0.00 -0.242
C -2.9072 -5.1621 -0.4497 -0.29 -0.71 -0.15 -0.160
C -1.6527 -4.6907 -1.1792 0.04 -0.22 -0.02 -0.169
C -1.5346 -3.1690 -1.1416 0.36 0.22 -0.46 -0.132
C -0.1803 -2.5945 -0.7233 1.12 0.37 -0.12 -0.449
N 0.1124 -2.9770 0.6381 -1.46 -1.67 -0.12 0.152
C -0.4994 -2.8787 1.7452 0.62 0.83 -0.02 -0.375
C -0.8643 -1.5590 2.4097 -0.27 -0.18 0.08 -0.013
C -0.8393 -4.1124 2.5386 0.84 -0.03 0.32 -0.017
C 0.9392 -3.1218 -1.6436 0.06 0.15 -0.21 -0.096
C 1.9175 -2.0107 -2.0647 -0.57 -0.20 0.11 -0.162
C 2.2105 -0.9296 -1.0070 -0.16 -0.79 -0.20 -0.431
C 3.1516 0.0712 -1.7018 0.22 -0.05 0.12 -0.187
C 3.9157 1.0902 -0.8497 -0.31 0.34 -0.21 -0.302
O 5.2663 0.7050 -0.7437 -0.42 0.15 0.02 -0.226
Si 6.2265 1.2898 0.4764 0.54 -0.01 0.22 0.373
C 5.5139 1.0269 2.1846 -0.14 0.07 0.16 -0.160
C 7.7988 0.3238 0.3626 0.16 -0.16 -0.05 -0.157
C 6.6123 3.0943 0.2227 -0.23 0.15 -0.13 -0.160
P 3.2264 -1.6063 0.4537 1.58 1.27 -0.15 1.018
C 2.4993 -1.3400 2.1042 -0.42 -0.26 0.10 -0.272
C 3.7421 -3.3318 0.2317 -0.66 -0.58 0.30 -0.265
N 0.8481 -0.2901 -0.5898 0.35 -0.02 0.15 -0.009
C 0.5800 1.1145 -1.0464 -0.51 0.22 0.02 -0.092
C -0.7905 1.5626 -0.5332 0.14 0.70 -0.01 -0.151
C -0.8829 1.7288 1.0040 -0.30 0.39 -0.41 -0.400
C -0.3600 3.1294 1.3615 0.11 -0.59 0.51 -0.067
C -2.3508 1.5299 1.4632 0.50 0.20 -0.29 -0.054
C -0.3224 -1.1096 -0.9797 -0.75 -0.13 0.08 -0.084
H -6.2775 -4.3977 1.6639 -0.15 -0.30 -0.04 0.100
H -4.5967 -4.8914 1.8728 0.02 -0.32 -0.06 0.093
H -4.9717 -3.2264 1.3617 -0.49 -3.40 -2.51 -0.045
H -4.2877 -4.1701 -1.7836 0.06 -0.07 0.06 0.143
H -3.9120 -3.2230 -0.3323 -0.06 -0.38 -0.36 0.089
H -3.1863 -6.1501 -0.8368 0.05 0.07 0.15 0.125
H -2.7051 -5.3212 0.6166 -0.15 0.31 -0.11 0.090
H -0.7637 -5.1728 -0.7598 -0.10 0.15 0.11 0.114
H -1.7012 -5.0493 -2.2141 -0.02 0.23 0.07 0.119
H -2.3288 -2.7192 -0.5360 0.53 0.02 0.00 0.099
H -1.6734 -2.7820 -2.1604 -0.24 -0.03 0.14 0.136
H -0.1443 -0.7820 2.1615 -0.14 -0.16 0.01 0.033
H -0.8757 -1.6653 3.4974 0.00 0.02 -0.09 0.096
H -1.8487 -1.2031 2.1196 -0.19 0.15 -0.11 0.059
H -1.9021 -4.3272 2.3721 0.12 -0.03 0.04 0.073
H -0.6684 -3.9823 3.6108 -0.17 0.02 -0.04 0.079
H -0.2211 -4.9467 2.1971 -0.32 0.03 -0.10 0.092
H 0.4850 -3.5041 -2.5653 0.08 -0.02 0.13 0.129
H 1.4301 -3.9656 -1.1600 0.02 0.14 0.01 0.104
H 2.8575 -2.4342 -2.4189 -0.09 0.14 0.06 0.102
H 1.4857 -1.5053 -2.9398 0.28 0.01 0.04 0.123
H 2.6410 0.5392 -2.5476 0.00 0.01 0.05 0.112
H 3.9222 -0.5643 -2.1500 -0.13 0.14 -0.03 0.113
H 3.8582 2.0784 -1.3315 0.00 -0.08 0.02 0.124
H 3.4358 1.2171 0.1355 0.17 -0.14 0.01 0.089
H 4.4297 1.1576 2.2656 0.11 -0.04 -0.02 0.014
H 5.9744 1.7609 2.8559 -0.05 -0.07 -0.02 0.038
H 5.7800 0.0338 2.5617 -0.13 0.07 -0.08 0.033
H 8.4753 0.6018 1.1780 -0.05 -0.03 -0.07 0.042
H 7.5849 -0.7467 0.4507 0.09 0.09 -0.05 0.036
H 8.3205 0.5042 -0.5823 -0.05 -0.07 0.09 0.039
H 7.2588 3.4437 1.0353 -0.02 0.00 -0.16 0.039
H 5.7243 3.7355 0.2078 0.06 -0.05 0.05 0.032
H 7.1277 3.2310 -0.7343 0.03 0.03 0.16 0.038
H 3.3454 -1.3365 2.7981 -0.05 0.01 -0.13 0.042
H 1.7642 -2.0643 2.4554 0.02 0.08 -0.05 0.018
H 2.0820 -0.3242 2.1497 0.06 -0.14 0.05 0.035
H 4.1542 -3.4607 -0.7715 -0.07 0.03 0.11 0.049
H 4.5679 -3.4579 0.9394 -0.05 0.06 -0.12 0.044
H 2.9983 -4.1048 0.4497 0.04 0.07 -0.16 0.034
H 0.8127 -0.2600 0.4307 0.24 -0.06 -0.03 0.108
H 1.3624 1.7800 -0.6766 0.01 -0.19 -0.03 0.126
H 0.5871 1.1145 -2.1382 0.13 -0.06 0.12 0.139
H -1.5949 0.9350 -0.9180 0.15 0.20 -0.02 0.103
H -0.9615 2.5540 -0.9722 0.00 -0.14 0.00 0.131
H -0.2160 1.0112 1.5048 -0.26 0.00 -0.05 0.090
H 0.7306 3.1744 1.2517 -0.15 0.19 -0.12 0.079
H -0.5763 3.3279 2.4163 0.04 0.14 -0.11 0.087
H -0.8308 3.8907 0.7419 0.07 0.09 0.11 0.058
H -2.8963 0.8578 0.7926 0.04 -0.03 0.35 0.041
H -2.8713 2.4931 1.4148 0.04 -0.12 0.04 0.091
H -2.4151 1.1648 2.4921 -0.02 0.06 -0.10 0.081
H -1.1874 -0.7549 -0.4149 0.27 -0.09 0.02 0.124
H -0.5366 -0.9121 -2.0347 0.14 -0.03 0.12 0.156
C -6.0901 -1.4534 3.8463 -0.27 1.62 1.78 -0.601
O -5.1885 -1.1447 3.0775 -3.98 8.09 13.94 -0.040
N -7.3778 -1.0439 3.6692 -0.95 -0.20 0.50 0.147
N -5.8636 -2.2343 4.9407 0.16 -0.67 -0.11 0.184
H -8.1244 -1.2891 4.2916 0.07 -0.03 0.09 0.109
H -7.5784 -0.4660 2.8757 0.02 0.27 0.41 0.094
H -4.9244 -2.5477 5.0982 0.01 0.10 0.20 0.106
H -6.5817 -2.5008 5.5873 -0.03 -0.12 -0.05 0.101
C -5.3139 -1.0720 1.1064 0.43 0.00 -1.77 -0.601
O -4.8127 -0.2096 0.3876 0.28 -0.49 0.19 0.038
N -6.6639 -1.1831 1.2389 -0.31 -0.34 -1.59 0.162
N -4.5959 -1.9837 1.8331 4.22 -2.83 -9.59 0.001
H -7.1023 -1.8744 1.8180 -0.02 -0.09 -0.52 0.093
H -7.2329 -0.5361 0.7257 0.04 -0.16 -0.34 0.127
H -3.6056 -1.9272 1.7658 0.37 -0.02 0.00 0.118
H -5.0023 -2.6824 2.4424 1.19 0.63 -0.03 0.108
C 3.9101 -0.9352 -5.4934 0.14 -0.01 -0.04 -0.661
O 3.7242 -1.5652 -4.4619 -0.04 0.00 -0.01 0.015
N 3.7005 -1.4785 -6.7245 -0.07 0.02 -0.01 0.159
N 4.3466 0.3586 -5.4823 -0.11 0.06 0.00 0.161
H 3.8524 -0.9819 -7.5818 0.02 0.00 0.01 0.098
H 3.3873 -2.4305 -6.7607 0.02 -0.01 0.00 0.107
H 4.5322 0.7769 -4.5899 0.07 -0.03 -0.01 0.097
H 4.5143 0.8919 -6.3144 0.03 -0.02 0.00 0.098
C -0.7338 7.2456 0.8810 0.00 0.11 -0.10 -0.651
O -0.7192 6.2193 0.1997 -0.06 -0.01 0.05 -0.022
N 0.0863 8.2905 0.6229 0.16 -0.12 0.16 0.179
N -1.5881 7.3887 1.9307 0.03 -0.03 0.10 0.163
H 0.0770 9.1401 1.1545 -0.06 0.03 -0.05 0.105
H 0.6950 8.2242 -0.1745 -0.15 0.11 -0.13 0.102
H -2.2098 6.6279 2.1291 -0.01 0.01 -0.02 0.104
H -1.6275 8.2135 2.4988 0.00 0.01 -0.02 0.099
C -0.3805 7.7249 -3.3137 0.03 -0.04 -0.06 -0.684
O -0.1900 8.7667 -2.7034 0.08 0.03 0.04 0.010
N -0.6661 6.5587 -2.6731 0.03 0.20 -0.04 0.157
N -0.3078 7.6668 -4.6806 0.03 -0.01 0.02 0.144
H -0.8085 5.6878 -3.1464 -0.04 0.03 -0.04 0.088
H -0.7317 6.6054 -1.6633 0.01 -0.34 0.02 0.047
H -0.0972 8.5187 -5.1654 -0.01 0.00 0.01 0.100
H -0.4629 6.8286 -5.2063 -0.04 0.01 0.01 0.087